Arrangement A

Here is 2 unconnected molecules or ions with the total composition C2H6NO2 from OMol25. Energies are from the ωB97M-V functional and the def2-TZVPD basis.

Results
Spin multiplicity   1
LUMO level   -5.6 eV
HOMO-LUMO gap   9.5 eV
Charge   +1
Highest occupied orbital energy   -0.55614 hartree

Each line ends with the natural charge from an NBO analysis.
Cartesian coordinates (Å):
H (2.40423, 0.50445, -2.26252)  0.2369
H (1.14486, -0.72103, 0.08641)  0.4576
O (-2.09037, -0.20164, 2.16040)  -0.6451
H (0.79338, -1.23055, -1.42233)  0.4617
C (2.01818, 0.41224, -1.25452)  0.1769
C (-1.83938, -0.00119, 0.88715)  0.6958
N (1.47582, -0.68572, -0.88478)  -0.5770
H (2.20256, 1.12358, -0.45463)  0.2314
H (-2.65819, 0.52048, 0.34585)  0.1123
H (-2.64277, 0.50470, 2.49224)  0.5127
O (-0.80831, -0.22533, 0.30675)  -0.6634

Arrangement B

Here is 2 unconnected molecules or ions with the total composition C2H6NO2 from OMol25. Energies are from the ωB97M-V functional and the def2-TZVPD basis.

Results
Spin multiplicity   1
LUMO level   -5.0 eV
HOMO-LUMO gap   10.9 eV
Charge   +1
Highest occupied orbital energy   -0.58175 hartree

Each line ends with the natural charge from an NBO analysis.
Cartesian coordinates (Å):
N (0.49746, -1.22714, -0.82429)  -0.5754
H (1.07250, -1.36141, -1.65361)  0.4346
H (-0.95596, -1.82617, 0.42867)  0.2358
H (0.61278, -0.30197, -0.31981)  0.4558
O (0.99463, 0.95563, 0.62575)  -0.6030
H (-1.46310, 2.58043, 0.42557)  0.5087
H (0.47588, 2.80566, 1.30115)  0.1549
O (-1.02933, 1.71755, 0.39524)  -0.6587
C (-0.27199, -2.12186, -0.34841)  0.1376
C (0.23703, 1.87125, 0.79327)  0.6789
H (-0.16989, -3.09198, -0.82352)  0.2307

arrangement B wins, 0.731 eV ahead of the next structure.

Arrangement A

Here is 2 unconnected molecules or ions with the total composition C20H18N2O2 from OMol25. Energies are from the ωB97M-V functional and the def2-TZVPD basis.

Results
Spin multiplicity   1
LUMO level   -2.2 eV
HOMO-LUMO gap   5.4 eV
Highest occupied orbital energy   -0.27930 hartree

Each line ends with the natural charge from an NBO analysis.
Cartesian coordinates (Å):
C (-1.00717, 0.51981, 1.53183)  0.6632
C (4.14902, 3.86823, 4.47405)  -0.2511
N (0.23578, 1.12212, 1.54032)  -0.7320
H (0.85511, -1.50100, 3.06206)  0.2157
C (3.21605, 6.40694, 2.07715)  0.1139
C (3.44614, 2.68302, 4.75213)  -0.1906
H (0.96546, 2.90460, 2.38125)  0.2777
H (-2.23339, 4.15992, -1.93068)  0.2257
C (1.18766, 0.14113, 1.68837)  0.6538
H (0.84281, 6.51112, 0.67988)  0.2066
C (-0.91202, -0.96011, 1.94320)  -0.5234
H (-1.32368, 1.83029, -2.10657)  0.2291
C (-0.77232, 2.60372, -1.57033)  -0.1030
C (3.68187, 4.64611, 3.42084)  0.1126
H (3.78277, 2.01762, 5.54665)  0.2218
H (2.07183, 2.94818, 0.29007)  0.2484
H (1.75468, 1.43255, 4.26588)  0.2314
H (0.91451, -1.98120, 1.34306)  0.2187
H (4.70639, 7.68932, 4.05766)  0.2194
C (2.27406, 5.39235, 1.73782)  -0.2034
C (0.58440, 4.50792, 0.02116)  -0.0961
H (5.02180, 4.18016, 5.04453)  0.2143
C (2.56224, 4.28226, 2.63457)  -0.0149
O (2.40842, 0.27833, 1.57363)  -0.6837
C (1.84770, 3.14792, 2.96470)  -0.1864
O (-2.08074, 1.03655, 1.23451)  -0.6626
C (1.13299, 3.21630, -0.19340)  -0.0872
H (-0.98800, 5.87052, -0.60332)  0.2105
C (0.46126, 2.29512, -0.98942)  -0.1785
H (5.51588, 6.16539, 4.51973)  0.2297
H (0.89989, 1.31123, -1.14394)  0.2394
H (5.89600, 6.95318, 2.96485)  0.2203
H (-1.40693, -1.10686, 2.91104)  0.2182
C (-1.29266, 3.90148, -1.44068)  -0.2280
H (3.32326, 7.40264, 1.65687)  0.2253
C (2.29924, 2.34223, 4.01974)  -0.1693
C (5.09643, 6.73177, 3.68521)  -0.4111
C (0.56640, -1.21389, 2.04292)  -0.5217
N (4.03774, 5.95238, 3.06511)  -0.2912
H (-1.39348, -1.60378, 1.19942)  0.2171
C (1.19445, 5.48418, 0.84790)  0.0762
C (-0.61154, 4.84724, -0.69021)  -0.1548

Arrangement B

Here is a molecular structure, C20H18N2O2 from OMol25. Energies are from the ωB97M-V functional and the def2-TZVPD basis.

Results
Spin multiplicity   1
LUMO level   0.2 eV
HOMO-LUMO gap   8.4 eV
Highest occupied orbital energy   -0.30340 hartree

Each line ends with the natural charge from an NBO analysis.
Cartesian coordinates (Å):
C (3.24953, -2.90299, -3.13690)  -0.2191
C (-0.19951, 0.59331, 1.48742)  -0.0147
H (6.14318, -5.20904, -2.75755)  0.2222
H (5.75350, -5.94493, -4.41300)  0.1938
C (4.05998, -3.85414, -3.05149)  0.4208
C (-4.76583, 5.10469, 0.28942)  -0.2775
H (3.05105, -2.72757, -4.30049)  0.1964
C (5.47831, -5.53111, -3.51360)  -0.2719
H (4.06353, -3.87294, 0.31101)  0.2190
C (-5.58984, 5.07075, 1.28296)  -0.1615
N (2.16055, -1.86394, 0.21407)  -0.5622
H (4.81643, -6.34941, -3.01203)  0.1858
O (4.46516, -4.58738, -4.11738)  -0.4764
H (-1.52050, -0.72373, 2.23958)  0.1697
H (1.78580, 0.04171, 2.05799)  0.2607
C (-1.64877, 0.11147, 2.01770)  -0.1213
C (-2.50415, 1.04942, 1.90099)  -0.2096
C (2.48266, -2.08838, -2.33438)  -0.1816
H (-6.28337, 4.16787, 3.12756)  0.1780
C (3.51513, -3.68575, -0.74415)  -0.0564
H (-4.89420, 5.71912, -0.47865)  0.2185
H (1.07211, 2.26244, 0.90299)  0.2007
H (0.79723, -1.36222, 2.20515)  0.1821
O (1.05561, -0.16020, -0.89968)  -0.5990
H (1.74540, -1.30121, -2.70246)  0.2963
C (-3.62922, 3.29672, 1.45890)  -0.1100
C (2.70597, -2.61518, -0.97974)  0.0936
H (-3.07689, 4.02502, -0.51282)  0.2085
C (-5.59748, 4.10820, 2.55583)  -0.1505
H (-1.13388, 3.53686, 0.92173)  0.1612
C (-3.74385, 4.07968, 0.44749)  -0.1276
N (4.35896, -4.15094, -1.83206)  -0.4576
C (-0.94763, 2.73912, 1.15793)  -0.0959
C (1.20510, -0.89087, 0.09532)  0.6546
C (-4.55201, 3.33964, 2.26515)  -0.1102
H (-4.36744, 2.59502, 3.48264)  0.1340
H (2.42866, -2.08820, 0.98829)  0.3613
C (-0.02634, 1.85950, 1.25111)  -0.2209
H (-6.57126, 5.73113, 1.17172)  0.1898
H (-3.74339, 0.54949, 2.11255)  0.1662
C (-2.46753, 2.23037, 1.42228)  -0.0033
C (0.86926, -0.30142, 1.41862)  -0.4859

arrangement A wins, 16.628 eV ahead of the next structure.

Arrangement A

Here is a gas-phase ion, C4H12N2 (charge -1) from OMol25. Energies are from the ωB97M-V functional and the def2-TZVPD basis.

Results
Spin multiplicity   2
LUMO level (spin up / spin down)   4.2 / 4.3 eV
HOMO-LUMO gap (spin up / spin down)   2.7 / 9.2 eV
Charge   -1
Highest occupied orbital energy (spin up / spin down)   0.05285 / -0.18120 hartree
⟨S²⟩   0.75

Each line ends with the natural charge from an NBO analysis.
Cartesian coordinates (Å):
H (1.82016, -0.44724, -1.09259)  0.1681
H (-0.62173, -0.92448, -1.82283)  0.1750
C (-0.28651, -0.43396, -0.92754)  -0.3665
H (0.53629, 1.34325, -0.56335)  0.3436
H (1.11598, -2.02072, -0.89112)  0.1721
H (-2.12121, 1.70647, -1.67052)  0.1701
H (-0.53495, -0.49399, 1.52387)  0.1578
H (-1.23205, 2.77380, -0.48044)  0.1862
N (1.44314, -1.02857, 0.87371)  -0.6627
H (0.61035, -0.99157, 2.78152)  0.1653
C (0.50206, -0.46579, 1.84950)  -0.8828
H (0.78058, 0.54114, 2.10767)  0.1637
H (-1.09743, -0.63307, -0.22308)  0.1757
H (-1.95373, 1.29252, -0.01673)  0.1650
N (-0.18981, 1.01902, -1.18715)  -0.6360
C (1.06139, -1.00810, -0.54329)  -0.3209
H (1.57556, -1.98504, 1.11997)  0.3291
C (-1.40810, 1.75633, -0.83761)  -0.5028

Arrangement B

Here is a gas-phase ion, C4H12N2 (charge -1) from OMol25. Energies are from the ωB97M-V functional and the def2-TZVPD basis.

Results
Spin multiplicity   2
LUMO level (spin up / spin down)   4.2 / 4.2 eV
HOMO-LUMO gap (spin up / spin down)   2.9 / 8.7 eV
Charge   -1
Highest occupied orbital energy (spin up / spin down)   0.04889 / -0.16702 hartree
⟨S²⟩   0.75

Each line ends with the natural charge from an NBO analysis.
Cartesian coordinates (Å):
H (1.64041, 1.48692, 1.19056)  0.1988
N (-1.02016, -0.61246, 1.17544)  -0.8751
C (0.86842, -0.49674, -0.36766)  -0.2314
H (1.94481, -0.11199, -0.43455)  0.1529
H (-1.32548, -0.17991, -3.00784)  0.1874
H (-0.94772, 1.05810, -1.56296)  0.1546
N (0.24806, -0.70715, -1.66494)  -0.6759
H (-1.26178, -0.17329, 2.04919)  0.3246
H (-0.35692, 1.20565, 0.39066)  0.1496
H (-1.87599, -0.55254, 0.65330)  0.3339
H (0.54200, 1.16745, 2.62181)  0.1906
H (1.30947, -0.35731, 2.10041)  0.1991
H (-1.86897, -0.50868, -1.42963)  0.1664
C (1.02075, 0.63378, 1.76548)  -0.7194
H (1.10121, -1.37699, 0.12395)  0.1645
H (0.98508, -0.70283, -2.36787)  0.3563
C (0.05457, 0.25579, 0.68791)  -0.3183
C (-1.05775, -0.02779, -1.92326)  -0.7586

arrangement A wins, 0.567 eV ahead of the next structure.